{
  "formula": "C2H5NO4",
  "method": "wB97M-V/def2-TZVPD",
  "species": ["O", "C", "N", "C", "O", "O", "H", "H", "H", "O", "H", "H"],
  "coordinates": [[-0.9676, -1.2889, -1.7083], [-0.6815, -1.9258, -0.7316], [-0.3360, -1.4442, 0.5055], [-0.2176, -0.0862, 0.8612], [0.3857, 0.2557, 1.8312], [-0.7448, 0.7655, -0.0040], [-0.6907, -3.0276, -0.7306], [0.0776, -2.1464, 1.1018], [-1.2776, 0.3931, -0.7225], [1.9262, 2.8228, -0.5624], [2.5111, 2.5812, 0.1667], [2.1959, 3.7332, -0.7320]],
  "forces_ev_per_a": [[-0.4, 0.5, -0.3], [0.0, -0.7, 0.3], [-0.2, -0.3, -0.4], [0.4, 0.0, -0.7], [0.0, 0.0, 0.4], [-0.3, 0.7, 0.5], [0.1, 0.0, -0.1], [-0.1, 0.4, 0.4], [0.4, -0.5, -0.1], [0.4, 0.3, 0.2], [-0.2, -0.2, 0.0], [-0.2, 0.0, -0.2]],
  "mulliken_charge": [-0.55, 0.15, -0.13, 0.58, -0.53, -0.47, 0.33, 0.25, 0.37, -0.60, 0.31, 0.30],
  "e_above_lowest_kcal_mol": 23.5,
  "spin_multiplicity": 1,
  "e_homo_ev": -10.9337,
  "homo_lumo_gap_ev": 11.515,
  "total_charge": 0,
  "smiles": "O=CNC(=O)O.O",
  "e_lumo_ev": 0.58,
  "total_energy_ev": -11835.775
}